1.
Computed, not measured: a cluster of 2 separate species, C11H16BrFO7 in total in a non-equilibrium geometry, with ωB97M-V with the def2-TZVPD basis set.

Last column: natural (NBO) charge in e.
Cartesian coordinates (Å):
O -4.767 -1.892 2.744  -0.4709
C -4.745 -1.363 1.690  0.5605
Br -5.776 0.291 1.402  -0.0727
C -3.991 -1.819 0.470  -0.5497
C -2.861 -0.869 0.022  0.2483
C -3.256 -0.102 -1.251  -0.4292
C -2.110 0.422 -2.124  -0.4573
C -1.516 1.760 -1.738  0.0537
F -2.506 2.745 -1.720  -0.3740
C -2.296 0.076 1.117  -0.1153
O -1.025 -0.500 1.438  -0.4962
C -0.623 -1.094 0.278  0.9819
O 0.469 -1.068 -0.190  -0.5575
O -1.713 -1.707 -0.255  -0.5110
H -3.597 -2.809 0.699  0.2660
H -4.730 -1.948 -0.323  0.2514
H -3.834 -0.788 -1.874  0.2172
H -3.947 0.691 -0.957  0.2429
H -2.506 0.526 -3.137  0.2263
H -1.293 -0.298 -2.204  0.2380
H -0.996 1.745 -0.777  0.1569
H -0.769 2.054 -2.480  0.1766
H -2.215 1.102 0.762  0.1995
H -2.837 0.141 2.060  0.2164
C 7.314 1.516 0.640  -0.2550
O 6.150 1.042 1.319  -0.4961
C 5.286 0.392 0.534  0.9774
O 5.424 0.195 -0.645  -0.6470
O 4.256 0.007 1.279  -0.4957
C 3.238 -0.709 0.561  -0.2505
H 7.918 2.017 1.390  0.1936
H 7.874 0.687 0.213  0.1918
H 7.042 2.222 -0.142  0.1913
H 3.650 -1.622 0.134  0.1899
H 2.815 -0.087 -0.220  0.1972
H 2.473 -0.955 1.284  0.2015

Computed properties:
SMILES: O=C(Br)C[C@@]1(CCCF)COC(=O)O1.COC(=O)OC
Orbital gap: 10.96 eV
Largest force on an atom: 1.207 eV/A



2.
Computed, not measured: a cluster of 3 separate species, C25H54NO7P in total, with ωB97M-V with the def2-TZVPD basis set.

Last column: Mulliken charge in e.
Cartesian coordinates (Å):
C -1.435 -0.379 0.294  -0.8194
C -2.097 0.456 -0.795  -0.1440
O -1.585 1.807 -0.852  -0.3657
P -0.250 2.113 -1.663  0.8187
O 0.601 0.934 -1.955  -0.7549
C 0.484 3.396 -0.636  -0.6313
C 1.427 2.816 0.457  -1.0360
C 2.575 3.713 0.946  -1.3267
C 3.912 3.663 0.201  0.2523
C 3.892 3.938 -1.304  -1.0110
N 3.434 2.817 -2.114  -0.2845
O 4.486 2.403 0.486  -0.3994
C 5.875 2.295 0.235  -0.5375
C 6.201 1.374 -0.950  -0.5704
C 7.377 0.414 -0.721  -0.9607
C 7.257 -0.466 0.530  -0.4401
C 8.153 -1.719 0.504  -0.7338
C 7.455 -3.046 0.856  -0.6862
C 7.836 -4.199 -0.057  -0.7053
O 7.143 -4.044 -1.279  -0.2942
C 7.156 -5.186 -2.106  -0.7720
O -0.885 2.856 -2.931  -0.4767
C 0.005 3.356 -3.957  0.1519
C -0.267 2.647 -5.290  -1.2146
H -0.521 0.084 0.670  0.2609
H -1.190 -1.378 -0.079  0.2755
H -2.126 -0.501 1.136  0.2281
H -3.163 0.569 -0.581  0.1747
H -2.007 -0.012 -1.782  0.3101
H 0.965 4.152 -1.262  0.4104
H -0.375 3.881 -0.156  0.5429
H 1.813 1.839 0.145  0.5414
H 0.807 2.620 1.341  0.5321
H 2.810 3.394 1.968  0.4146
H 2.247 4.761 1.000  0.3993
H 4.549 4.458 0.629  0.4498
H 4.900 4.254 -1.604  0.4828
H 3.245 4.815 -1.469  0.3682
H 3.234 1.987 -1.571  0.0601
H 4.094 2.577 -2.835  0.3076
H 6.293 3.300 0.070  0.3837
H 6.333 1.912 1.154  0.3144
H 5.302 0.797 -1.204  0.3400
H 6.431 1.995 -1.827  0.3018
H 7.440 -0.256 -1.591  0.4784
H 8.320 0.979 -0.705  0.2467
H 6.208 -0.778 0.626  0.2420
H 7.500 0.128 1.421  0.3083
H 8.588 -1.819 -0.501  0.4290
H 8.995 -1.573 1.191  0.4010
H 6.368 -2.918 0.777  0.3051
H 7.666 -3.340 1.891  0.4413
H 7.598 -5.172 0.400  0.4845
H 8.924 -4.183 -0.247  0.3507
H 7.309 -4.877 -3.142  0.2305
H 7.963 -5.877 -1.827  0.3568
H 6.197 -5.717 -2.032  0.2435
H -0.184 4.431 -4.025  0.3804
H 1.040 3.215 -3.648  -0.0317
H -0.729 3.307 -6.028  0.3047
H -0.941 1.804 -5.120  0.3078
H 0.660 2.241 -5.709  0.3317
C -6.856 0.310 0.877  -0.6836
C -7.201 -1.178 0.806  -0.2331
C -5.861 -1.780 0.402  -0.4767
O -4.859 -0.942 0.982  -0.3677
C -5.451 0.266 1.463  -0.3146
H -7.546 0.887 1.492  0.3603
H -6.838 0.749 -0.123  0.2867
H -7.511 -1.540 1.786  0.0151
H -7.994 -1.409 0.096  0.3807
H -5.736 -1.784 -0.687  0.2502
H -5.717 -2.797 0.768  0.2761
H -5.478 0.243 2.557  0.2756
H -4.827 1.107 1.152  0.2624
C -11.775 -2.848 3.314  -0.5425
C -10.930 -3.932 3.983  -0.5695
C -9.564 -3.682 3.357  -0.4593
O -9.495 -2.278 3.105  -0.3233
C -10.788 -1.689 3.254  -0.4243
H -12.681 -2.596 3.864  0.3342
H -12.061 -3.158 2.307  0.2719
H -10.891 -3.770 5.061  0.2669
H -11.293 -4.943 3.803  0.3266
H -9.457 -4.222 2.410  0.2837
H -8.734 -3.960 4.008  0.3039
H -10.811 -1.100 4.177  0.2640
H -10.962 -1.017 2.412  0.2682

Computed properties:
SMILES: CCOP(=O)(CCC[C@H](CN)OCCCCCCCOC)OCC.C1CCOC1.C1CCOC1
ΔE to the lowest compared entry with this formula, charge and spin: 0.0 kcal per mole
Orbital gap: 9.77 eV
Largest force on an atom: 0.753 eV/A



3.
Computed, not measured: a cluster of 2 separate species, C3H6N2O in total, with ωB97M-V with the def2-TZVPD basis set.

Last column: natural (NBO) charge in e.
Cartesian coordinates (Å):
O 1.032 2.173 -0.286  -0.5056
C 0.416 1.176 -0.194  0.7278
C -0.625 0.357 -0.088  -0.2794
C -1.769 0.015 -0.920  -0.2275
N -0.847 -1.031 -0.416  -0.5692
H -1.737 0.179 -1.995  0.1963
H -2.760 0.077 -0.469  0.1924
H -1.298 -1.510 0.363  0.3441
N 1.767 -0.190 0.949  -1.0172
H 2.434 0.371 1.469  0.3786
H 2.258 -0.890 0.405  0.3815
H 1.143 -0.656 1.598  0.3783

Computed properties:
SMILES: O=C=C1CN1.N
ΔE to the lowest compared entry with this formula, charge and spin: 87.1 kcal per mole
Orbital gap: 8.86 eV
Largest force on an atom: 0.839 eV/A



4.
Computed, not measured: the ion C3H8N3O with charge +1 in a non-equilibrium geometry, with ωB97M-V with the def2-TZVPD basis set.

Last column: natural (NBO) charge in e.
Cartesian coordinates (Å):
H 2.617 1.369 -0.868  0.3850
N 1.917 0.673 -0.762  -0.7459
C 2.105 -0.236 0.122  0.2555
N 1.127 -1.029 0.587  -0.3154
O -0.214 -1.257 0.120  -0.3174
C -1.095 -0.251 -0.140  0.7380
C -0.768 1.142 0.063  -0.7497
N -2.267 -0.732 -0.444  -0.6898
H 3.146 -0.423 0.653  0.2260
H 1.194 -1.919 1.160  0.4380
H 0.146 1.584 -0.396  0.3457
H -0.831 1.077 1.158  0.2806
H -1.627 1.768 -0.169  0.2544
H -2.439 -1.726 -0.562  0.4533
H -3.011 -0.040 -0.523  0.4416

Computed properties:
SMILES: [H]/N=C/NOC(C)=[NH2+]
ΔE to the lowest compared entry with this formula, charge and spin: 77.7 kcal per mole
Orbital gap: 9.84 eV
Largest force on an atom: 4.495 eV/A
Charge: +1